Record 1
Entry from the Open Molecules 2025 dataset: a 2-piece molecular cluster, C5H7NS2 overall in a non-equilibrium geometry (ωB97M-V/def2-TZVPD).

Summary:
**Calculated total energy**: -28452.649 eV
**Relative energy (zero: lowest compared OMol25 entry of this formula, charge and spin)**: 599.9 kJ/mol
**Largest force on an atom**: 0.1481 Eh/bohr
**Orbital gap**: 6.95 eV
**E_HOMO**: -8.62 eV

Positions of all 15 atoms, in Å:
C 0.5348 0.2684 0.0170
C 1.3295 -0.5605 -1.0054
C 1.0884 -1.7081 -0.0314
C 1.5113 -0.4819 1.0639
C -0.7449 -0.4624 0.0216
H 1.8050 2.0605 -0.7812
H 0.6621 -0.5923 -1.8432
H 2.3097 -0.0408 -1.2938
H 1.5628 -2.7272 -0.0933
H 0.9360 -0.5296 2.0363
H 2.3442 0.1306 1.0444
H -0.9059 -2.6245 -1.1175
N -0.3098 -1.6869 0.2031
S 0.5150 1.9988 -0.0001
S -2.3187 0.1137 0.0146

---

Record 2
Entry from the Open Molecules 2025 dataset: an isolated molecule of C5H7NSe in a non-equilibrium geometry (ωB97M-V/def2-TZVPD).

Summary:
**Calculated total energy**: -72129.202 eV
**Relative energy (zero: lowest compared OMol25 entry of this formula, charge and spin)**: 406.8 kJ/mol
**Largest force on an atom**: 0.0341 Eh/bohr
**Orbital gap (spin up / spin down)**: 7.33 / 7.33 eV
**E_HOMO (spin up / spin down)**: -7.10 / -7.10 eV

Positions of all 14 atoms, in Å:
C -0.8425 -1.4296 0.9313
C -1.6371 -0.9719 -0.1658
C -0.0567 0.2096 -1.6524
C 0.4610 -1.2141 1.2649
C 1.9742 1.1920 0.6414
N -1.2944 -0.1279 -1.1257
Se 1.3495 -0.3901 -0.3589
H -1.4379 -1.9384 1.6814
H -2.6955 -1.1986 -0.1285
H 0.0150 1.2578 -1.9221
H 1.1297 1.8553 0.8178
H 2.3397 0.7981 1.5890
H 2.7611 1.7018 0.0922
H -2.0662 0.2559 -1.6646

---

Record 3
Entry from the Open Molecules 2025 dataset: an isolated ion of composition C5H7O3S and charge -1 in a non-equilibrium geometry (ωB97M-V/def2-TZVPD).

Summary:
**Calculated total energy**: -22276.700 eV
**Relative energy (zero: lowest compared OMol25 entry of this formula, charge and spin)**: 78.3 kJ/mol
**Largest force on an atom**: 0.1469 Eh/bohr
**Orbital gap**: 7.81 eV
**E_HOMO**: -4.37 eV
**Total charge**: -1

Positions of all 16 atoms, in Å:
C 0.6531 1.7622 0.5101
C 0.8192 0.3249 -0.0328
C 2.1173 -0.2107 -0.2838
O 3.1168 0.4361 -0.3859
O 2.1482 -1.4938 -0.6536
C -0.1913 -0.5257 -0.0043
O -0.3044 -1.8059 -0.1378
C -2.0178 -0.1147 0.2229
S -2.9581 -1.2410 -0.7875
H 0.5767 1.6812 1.5741
H -0.2430 2.2233 0.0213
H 1.5947 2.2923 0.1590
H 1.2560 -1.8479 -0.4345
H -2.4534 -0.2559 1.2521
H -2.2399 0.8432 -0.0781
H -1.8742 -2.0675 -0.9411